[1]
Formula: C29H50BBrF6IN5O6S3
Source: the Open Molecules 2025 dataset
Level of theory: ωB97M-V/def2-TZVPD

Element x y z (Å)
C  -0.98409  -2.20285  2.89278
C  -0.84164  -1.86038  1.62382
C  -0.61777  -1.28029  0.11076
N  -0.67096  0.23567  0.27787
C  -1.38717  0.70155  -0.75048
S  -1.64898  1.27267  -2.31850
O  -1.70089  -1.60844  -0.79288
C  -1.83124  -3.07742  -0.97853
C  -2.66513  -3.26192  -2.38799
C  -4.28513  -3.17787  -2.13938
C  -4.94385  -1.81808  -2.73193
C  -4.98594  -1.88469  -4.36077
N  -5.86991  -3.02384  -4.84431
C  -0.44176  -3.87600  -1.02889
C  -0.13272  -4.94300  0.13308
I  0.33816  -6.96667  -0.69215
C  -1.37089  -5.30885  1.13016
C  -2.52194  -6.23722  0.41217
N  0.73614  -2.94945  -1.36298
Br  0.54505  -2.19112  -3.11997
B  2.06162  -3.73423  -1.54394
N  3.16108  -3.78192  -0.52636
O  2.24244  -4.43203  -2.80751
C  0.85893  -1.77834  -0.42370
C  1.77782  -0.56005  -0.92878
C  2.49747  0.04838  0.42092
C  3.45108  1.31021  0.11518
C  2.56403  2.62846  -0.25666
C  2.47787  3.68337  0.96272
C  1.24831  3.44744  1.98352
C  -0.22601  3.57779  1.30944
C  -1.24285  2.68901  2.24044
C  -2.74456  2.59315  1.63959
C  -3.41287  1.17893  2.06969
C  -5.05976  1.21161  2.04343
C  -5.54741  -0.20309  1.38213
C  -6.97806  -0.72424  1.96016
H  -1.25634  -2.64002  3.92787
H  -2.60041  -3.38008  -0.18801
H  -2.49060  -4.32208  -2.84094
H  -2.37969  -2.44052  -3.13970
H  -4.57099  -3.24342  -1.02522
H  -4.81254  -4.07251  -2.66403
H  -6.01436  -1.67067  -2.29195
H  -4.31927  -0.92869  -2.35196
H  -3.90203  -1.98191  -4.74071
H  -5.44419  -0.88176  -4.73859
H  -6.63213  -2.55721  -5.38658
H  -6.38032  -3.43321  -4.02858
H  -0.51500  -4.52667  -2.00139
H  0.71001  -4.62371  0.87886
H  -1.91555  -4.39769  1.56391
H  -0.88290  -5.85996  2.03667
H  -2.57746  -6.05326  -0.72035
H  -3.54859  -5.93973  0.88404
H  -2.36067  -7.34367  0.70439
H  4.02034  -3.48451  -1.04613
H  3.31492  -4.79755  -0.33841
H  3.13622  -4.16719  -3.15591
H  1.37544  -2.19257  0.53997
H  1.19293  0.27137  -1.50384
H  2.65505  -0.84221  -1.61734
H  3.19305  -0.81807  0.78726
H  1.74191  0.21775  1.27740
H  4.30416  1.09965  -0.63462
H  3.98357  1.57184  1.12204
H  1.54500  2.28795  -0.67332
H  3.14408  3.16697  -1.11309
H  3.45843  3.63920  1.59262
H  2.40065  4.75250  0.54372
H  1.31581  4.29994  2.78076
H  1.30126  2.46184  2.58528
H  -0.53139  4.69519  1.33859
H  -0.18991  3.21223  0.21482
H  -1.28754  3.21925  3.28162
H  -0.76417  1.64981  2.46209
H  -3.39516  3.45175  2.05673
H  -2.71871  2.75678  0.48228
H  -3.01375  0.86711  3.12277
H  -3.11554  0.31767  1.36083
H  -5.37382  1.29616  3.15367
H  -5.44006  2.13493  1.45687
H  -4.77107  -1.02493  1.67847
H  -5.54149  -0.13196  0.21601
H  -6.90995  -1.88924  1.96629
H  -7.79812  -0.40143  1.22039
H  -7.10021  -0.30702  3.02357
C  5.34507  6.05462  -0.36731
F  4.41216  5.53039  -1.20115
F  5.48485  7.35561  -0.72066
F  4.78868  6.06767  0.87321
S  6.92850  5.14692  -0.40782
O  7.38206  5.26870  -1.78401
O  6.58168  3.79422  0.00460
N  7.68371  6.03855  0.66187
S  9.16392  5.54364  0.94657
O  10.12299  5.72024  -0.13133
O  9.29529  4.29638  1.68408
C  9.59518  6.83872  2.15947
F  8.77609  6.82411  3.24134
F  9.49569  8.08673  1.63712
F  10.85670  6.72080  2.63276

The gap between HOMO and LUMO comes out at 4.83 eV. The HOMO energy comes out at -0.2937 Eh. For the energy, the calculation gives -6550.032614 Eh. The spin multiplicity is 1. The max |F| is 6.886 eV/A.

[2]
Formula: C29H50BrCaNOP2
Source: the Open Molecules 2025 dataset
Level of theory: ωB97M-V/def2-TZVPD

Element x y z (Å)
N  5.28635  -1.90140  -3.66579
C  5.06377  -2.87327  -2.79284
C  3.76894  -3.24246  -2.39569
C  2.68115  -2.47572  -2.87919
C  2.94374  -1.45373  -3.80564
C  4.27618  -1.20098  -4.17974
C  1.30594  -2.77721  -2.45628
Ca  0.10187  -3.04862  -0.47190
P  -3.79551  -2.24560  0.60197
C  0.24027  -1.83292  -2.46548
C  0.30807  -0.46578  -1.96785
C  -0.65394  0.49670  -2.41246
C  -0.76534  1.71732  -1.80585
C  -0.09050  1.96308  -0.53302
C  1.10338  1.16607  -0.33879
C  1.28838  -0.00492  -1.03097
Br  -1.69763  1.39803  0.94051
H  1.07871  -3.87196  -2.52721
H  -0.66943  -2.11726  -3.03189
H  3.62393  -4.10199  -1.75293
H  2.13804  -0.90099  -4.28225
H  5.93426  -3.41093  -2.39767
H  4.50059  -0.42471  -4.91365
H  -1.27938  0.24506  -3.27192
H  2.22161  -0.56886  -0.92032
H  -1.43803  2.48879  -2.18987
H  1.80656  1.48548  0.43986
P  0.00058  3.73187  0.08511
C  -2.29692  -3.15813  0.12966
C  -2.60787  -4.60029  -0.28598
H  -1.56612  -3.16262  0.99070
H  -1.94444  -2.53260  -0.73974
H  -1.70899  -5.23815  -0.29957
H  -3.31218  -5.04163  0.43073
H  -3.07337  -4.62299  -1.27933
C  -3.81475  -0.81025  -0.59110
C  -5.03533  0.10642  -0.50690
H  -3.75945  -1.27041  -1.58799
H  -2.90376  -0.20166  -0.43692
H  -5.09311  0.72740  -1.41243
H  -5.96870  -0.46281  -0.43594
H  -4.98500  0.78848  0.34975
C  -3.20345  -1.46029  2.15343
C  -4.22569  -1.51425  3.28029
H  -2.93666  -0.41834  1.91113
H  -2.28931  -1.97732  2.47031
H  -3.93931  -0.78455  4.04694
H  -5.24160  -1.27283  2.94525
H  -4.24843  -2.50749  3.74754
C  0.32820  3.62731  1.87984
C  -0.19252  4.74875  2.76677
H  1.41188  3.49046  1.99315
H  -0.13406  2.68425  2.20637
H  0.32957  5.69553  2.58113
H  -1.26949  4.91341  2.65308
H  -0.01054  4.47152  3.81035
C  -1.65725  4.41503  -0.21658
C  -1.80160  5.25597  -1.48003
H  -1.90711  4.98921  0.68203
H  -2.36315  3.56937  -0.22785
H  -1.41821  6.26609  -1.31139
H  -1.28297  4.83830  -2.34568
H  -2.86707  5.33428  -1.71477
C  1.23346  4.80461  -0.69858
C  2.65625  4.77233  -0.13488
H  0.80215  5.81860  -0.60601
H  1.25018  4.55374  -1.77158
H  3.23828  3.96733  -0.59708
H  3.14228  5.72592  -0.37036
H  2.69060  4.64059  0.95122
C  3.85263  -2.32574  1.93403
C  2.81992  -3.22629  1.30417
O  1.52845  -2.59107  1.10320
C  1.09923  -1.59036  2.08008
C  0.83397  -2.20897  3.43289
H  3.85711  -1.31280  1.52256
H  4.83980  -2.75742  1.74728
H  3.73387  -2.27177  3.01643
H  3.14374  -3.53987  0.31047
H  2.63925  -4.12285  1.90076
H  1.87302  -0.81820  2.10676
H  0.19067  -1.11637  1.68348
H  1.73096  -2.67818  3.84789
H  0.51726  -1.42161  4.12827
H  0.03310  -2.95987  3.37450

The gap between HOMO and LUMO (spin up / spin down) comes out at 5.68 / 5.52 eV. The net charge is +2. The value obtained for the relative energy (zero: lowest compared OMol25 entry of this formula, charge and spin) is 21.3 kcal per mole. The HOMO energy (spin up / spin down) comes out at -0.4595 / -0.4611 Eh. For the energy, the calculation gives -5198.743606 Eh. The spin multiplicity is 1. The max |F| is 2.541 eV/A.

[3]
Formula: C29H50N6O2SbSi3Sr
Source: the Open Molecules 2025 dataset
Level of theory: ωB97M-V/def2-TZVPD

Element x y z (Å)
Sr  0.53881  0.07034  0.37414
C  -2.49490  -0.67106  1.86750
C  -1.75655  -2.01819  2.05009
C  -1.39089  -2.78792  0.79159
C  -1.93941  -4.03501  0.52448
C  -1.55850  -4.70871  -0.62685
C  -0.63593  -4.13191  -1.48433
C  -0.12421  -2.88928  -1.15039
N  -0.50268  -2.24657  -0.04464
N  -1.68093  0.55516  1.69487
C  -2.45276  1.63782  1.03009
C  -1.91408  2.26152  -0.26869
C  -2.59535  3.34637  -0.81300
C  -2.15631  3.88027  -2.01099
C  -1.05425  3.32873  -2.65406
C  -0.43315  2.24671  -2.06176
N  -0.86764  1.74424  -0.90005
C  -1.09217  1.03018  2.97336
C  0.03011  0.19475  3.60537
C  -0.02571  -0.19423  4.93566
C  1.03843  -0.90192  5.47871
C  2.13536  -1.20729  4.69146
C  2.13081  -0.77580  3.37380
N  1.11036  -0.08795  2.86716
H  -3.16776  -0.51833  2.72282
H  -3.12161  -0.77256  0.98002
H  -2.42886  -2.65576  2.62639
H  -0.86196  -1.90440  2.66544
H  -2.64647  -4.47613  1.21334
H  -1.97824  -5.68158  -0.84759
H  -0.30994  -4.63105  -2.38555
H  0.62033  -2.39269  -1.76455
H  -2.63194  2.45121  1.73965
H  -3.43443  1.24116  0.76126
H  -3.45716  3.76166  -0.30564
H  -2.67405  4.72503  -2.44616
H  -0.68948  3.72606  -3.59031
H  0.43626  1.77145  -2.50173
H  -1.88183  1.13943  3.72799
H  -0.67441  2.02432  2.79270
H  -0.89299  0.04270  5.53766
H  1.00538  -1.21708  6.51315
H  2.97587  -1.76042  5.08505
H  2.95924  -0.98299  2.70622
N  2.43861  2.14321  0.16170
N  3.02813  1.87576  -1.10824
C  3.13147  0.51567  -1.55363
O  3.97631  0.28056  -2.39340
O  2.28039  -0.28215  -1.02416
H  2.09181  3.09571  0.13326
H  3.15300  2.09775  0.88625
H  3.88477  2.38092  -1.29247
C  -7.57645  0.80843  -3.63580
Si  -6.32959  1.44145  -2.37154
C  -5.44729  2.95202  -3.07314
C  -7.22770  1.92629  -0.79026
Sb  -4.57000  -0.29459  -1.69021
Si  -4.13098  -1.31402  -3.99892
C  -5.33326  -2.69736  -4.40816
C  -2.37222  -1.98681  -3.97850
C  -4.23887  0.03871  -5.29615
Si  -6.19503  -1.92592  -0.58899
C  -7.85168  -2.10685  -1.45414
C  -5.36320  -3.61369  -0.47685
C  -6.47990  -1.26218  1.16233
H  -8.55917  1.23762  -3.42370
H  -7.68180  -0.27600  -3.63317
H  -7.30051  1.11402  -4.64617
H  -6.07861  3.45043  -3.81221
H  -4.50659  2.69209  -3.56017
H  -5.22881  3.67255  -2.28276
H  -7.99267  2.67737  -1.00355
H  -6.53691  2.35168  -0.05843
H  -7.72386  1.07387  -0.32214
H  -5.29757  -3.50137  -3.67124
H  -5.08579  -3.12715  -5.38252
H  -6.36001  -2.33119  -4.46045
H  -2.35029  -3.01291  -3.60602
H  -1.71925  -1.38793  -3.34083
H  -1.95055  -1.98770  -4.98641
H  -5.23992  0.46120  -5.38073
H  -3.96899  -0.37975  -6.26939
H  -3.54267  0.85277  -5.08372
H  -7.74796  -2.53038  -2.45411
H  -8.38160  -1.15708  -1.54038
H  -8.48032  -2.78327  -0.86802
H  -4.74260  -3.83855  -1.34552
H  -6.10873  -4.40689  -0.38304
H  -4.72158  -3.65253  0.40466
H  -6.09443  -0.24952  1.29372
H  -5.99135  -1.90347  1.89993
H  -7.54374  -1.23796  1.40747

The gap between HOMO and LUMO comes out at 7.62 eV. The net charge is +1. The value obtained for the relative energy (zero: lowest compared OMol25 entry of this formula, charge and spin) is 20.8 kcal per mole. The HOMO energy comes out at -0.3705 Eh. For the energy, the calculation gives -2753.544235 Eh. The spin multiplicity is 1. The max |F| is 0.584 eV/A.

[4]
Formula: C29H51BN6OPb
Source: the Open Molecules 2025 dataset
Level of theory: ωB97M-V/def2-TZVPD

Element x y z (Å)
Pb  -0.29744  1.94274  4.41418
C  -6.99034  3.03146  0.48314
C  -5.58438  2.51126  0.17346
C  -5.46867  2.15177  -1.42909
C  -5.19237  3.38500  -2.22762
C  -3.98287  4.15513  -1.62316
C  -4.19493  4.70887  -0.17984
N  -4.50686  3.42815  0.62652
O  -4.51919  3.62549  2.04387
C  -5.27837  5.80054  -0.22305
C  -2.79588  5.32513  0.25153
C  -5.48907  1.15140  0.85148
H  -7.27251  3.02309  1.53595
H  -7.80216  2.47230  0.01797
H  -7.15098  4.07248  0.20284
H  -6.35690  1.68971  -1.85996
H  -4.79379  1.31397  -1.60439
H  -6.09215  4.00017  -2.22020
H  -5.00412  3.18821  -3.28306
H  -3.75796  5.01763  -2.25054
H  -3.19097  3.40980  -1.54922
H  -6.12875  5.57147  -0.86530
H  -4.94934  6.77247  -0.59071
H  -5.66114  5.90516  0.79216
H  -2.73938  5.57905  1.31004
H  -2.71664  6.29555  -0.23850
H  -1.91629  4.75011  -0.03789
H  -5.61595  1.18236  1.93362
H  -4.56361  0.60929  0.65719
H  -6.19470  0.41461  0.46764
B  1.66148  -0.23243  1.10192
H  0.64288  -0.38675  1.42267
H  1.75221  0.80626  0.82420
H  2.28745  -0.42270  1.95995
H  1.98704  -0.90173  0.32071
C  -4.91005  -5.85522  6.24702
C  -4.20490  -6.80139  5.29473
C  -3.33169  -5.98217  4.29116
C  -2.67555  -4.71426  4.76466
N  -2.23935  -3.70560  5.14021
H  -4.22105  -5.23148  6.81651
H  -5.67696  -6.29623  6.88376
H  -5.44915  -5.08815  5.69107
H  -4.89200  -7.47739  4.78578
H  -3.55512  -7.45809  5.87321
H  -3.97818  -5.71963  3.45378
H  -2.57030  -6.53495  3.74087
C  5.71839  6.72942  -1.93972
C  6.63723  6.79642  -0.76841
C  6.57951  5.51683  0.18396
C  5.36490  5.39751  1.04925
N  4.41905  5.27671  1.68561
H  4.69341  6.76333  -1.57046
H  5.89679  5.78380  -2.45166
H  5.74353  7.53796  -2.67029
H  6.39454  7.69231  -0.19695
H  7.66082  6.90061  -1.12830
H  7.39809  5.70672  0.87820
H  6.77045  4.58122  -0.34167
N  -0.59284  -4.08993  -2.87575
C  -1.28463  -3.85976  -4.04552
C  -1.53871  -5.07317  -4.60949
C  -0.90732  -6.09211  -3.78872
C  -0.29232  -5.38615  -2.77137
H  -0.20196  -3.35950  -2.29801
H  -1.52495  -2.86229  -4.38272
H  -2.07676  -5.27037  -5.52492
H  -0.80885  -7.14553  -4.00553
H  0.38229  -5.76954  -2.02017
N  5.06951  -5.12959  1.90907
C  6.13636  -5.46621  1.15927
C  6.65159  -6.65249  1.71962
C  5.96384  -6.93727  2.91896
C  5.03535  -5.89865  3.07150
H  4.51390  -4.29929  1.76073
H  6.20567  -4.92461  0.22747
H  7.47053  -7.24668  1.34193
H  6.15993  -7.75432  3.59746
H  4.33880  -5.71734  3.87670
N  5.73011  -0.26225  -3.26718
C  7.12833  -0.02380  -3.25663
C  7.47484  0.18378  -4.62953
C  6.32871  0.08340  -5.41832
C  5.26958  -0.09106  -4.55247
H  5.14546  -0.38231  -2.45240
H  7.68509  -0.04667  -2.33149
H  8.45016  0.40488  -5.03727
H  6.18400  0.04248  -6.48780
H  4.20854  -0.13896  -4.74825

The gap between HOMO and LUMO comes out at 2.84 eV. The value obtained for the relative energy (zero: lowest compared OMol25 entry of this formula, charge and spin) is 0.0 kcal per mole. The HOMO energy comes out at -0.2501 Eh. For the energy, the calculation gives -1756.537665 Eh. The spin multiplicity is 1. The max |F| is 5.855 eV/A.

- Number 2 is which compound?
  C29H50BrCaNOP2